H5N2OP | ωB97M-V/def2-TZVPD

Computed properties:
- E_HOMO: -10.4619 eV
- Molar mass: 80.03 g/mol
- ΔE to the lowest compared entry with this formula, charge and spin: 30.4 kJ/mol
- SMILES: N[PH](N)=O
- DFT total energy: -529.1488 Ha

Each line ends with the Löwdin charge.
Atoms and positions in Å:
N 1.19 0.22 -0.68  -0.14
N -1.41 0.23 -0.31  -0.08
O 0.23 -1.54 1.03  -0.38
P 0.08 -0.19 0.50  0.42
H 1.06 -0.50 -1.50  0.11
H 1.95 -0.16 -0.15  0.01
H -2.22 0.09 0.24  0.02
H -1.36 1.14 -0.68  0.01
H 0.48 0.72 1.55  0.04



C12H16MnN9O2SSe | ωB97M-V/def2-TZVPD

Computed properties:
- 2S+1: 4
- Net charge: +3
- E_HOMO (spin up / spin down): -17.6223 / -17.5229 eV
- Molar mass: 484.29 g/mol
- ΔE to the lowest compared entry with this formula, charge and spin: 15.2 kJ/mol
- DFT total energy: -5059.6636 Ha

Each line ends with the Löwdin spin population.
Atoms and positions in Å:
Mn -0.13 0.44 0.45  2.13
N 2.77 1.08 -1.39  0.03
N 2.64 2.46 -1.39  0.00
C 1.60 3.09 -0.83  0.00
N 1.59 4.41 -0.86  0.00
N 0.61 2.32 -0.26  0.01
N -0.39 2.94 0.41  0.00
O -1.10 2.06 0.99  0.01
O -0.63 4.10 0.46  -0.01
H 3.61 0.82 -0.89  0.00
H 2.87 0.76 -2.35  0.00
H 3.36 3.03 -1.82  0.00
H 2.35 4.92 -1.27  0.00
H 0.82 4.93 -0.47  0.00
S -1.81 -0.91 1.17  -0.04
C -2.72 -0.07 -0.01  0.01
N -4.07 -0.14 -0.08  0.00
C -4.76 0.51 -1.04  0.00
C -4.07 1.25 -1.97  0.00
C -2.68 1.30 -1.84  0.00
N -2.02 0.65 -0.88  0.01
H -4.57 -0.68 0.62  0.00
H -5.83 0.40 -1.03  0.00
H -4.59 1.77 -2.76  0.00
H -2.09 1.88 -2.54  0.00
C 2.23 0.06 4.30  0.00
C 1.55 0.19 3.03  0.02
N 1.01 0.31 2.02  -0.01
H 3.31 -0.04 4.13  0.00
H 1.86 -0.82 4.82  0.00
H 2.05 0.95 4.90  0.00
Se 0.55 -1.14 -1.16  0.51
C 0.60 -2.92 -0.59  0.08
C 0.61 -3.31 0.76  0.05
C 0.68 -4.66 1.03  -0.01
N 0.72 -5.59 0.08  0.10
C 0.71 -5.22 -1.19  -0.01
C 0.66 -3.89 -1.59  0.09
H 0.59 -2.58 1.56  0.00
H 0.70 -5.01 2.05  0.00
H 0.75 -6.01 -1.93  0.00
H 0.67 -3.63 -2.64  0.00



Number 1 is which compound? H5N2OP



Which of these has the highest DFT total energy? H5N2OP